Record 1
Formula: C58H120F21N6O21S4
Source: the Open Molecules 2025 dataset
Level of theory: wB97M-V/def2-TZVPD

Total charge: -1
Multiplicity: 1

Atoms and positions in Å:
C: -1.343 -8.395 1.375
C: -1.721 -6.941 1.154
C: -0.554 -6.043 0.918
C: -0.180 -5.813 -0.524
N: -0.849 -4.656 -1.238
C: -0.142 -3.300 -0.904
C: -1.135 -2.285 -1.234
C: -2.486 -2.902 -1.182
C: -2.241 -4.329 -0.785
C: -0.774 -4.935 -2.677
H: -0.872 -8.811 0.459
H: -2.217 -8.998 1.523
H: -0.672 -8.635 2.180
H: -2.294 -6.562 1.990
H: -2.385 -6.957 0.246
H: 0.337 -6.486 1.395
H: -0.671 -5.111 1.471
H: -0.440 -6.691 -1.134
H: 0.854 -5.659 -0.676
H: 0.808 -3.413 -1.493
H: 0.117 -3.216 0.169
H: -0.928 -1.971 -2.243
H: -1.092 -1.447 -0.625
H: -2.931 -2.802 -2.178
H: -3.064 -2.568 -0.319
H: -2.863 -5.155 -1.020
H: -2.098 -4.283 0.278
H: 0.264 -5.058 -2.915
H: -1.169 -3.990 -3.179
H: -1.426 -5.751 -2.946
C: 7.844 -6.184 0.113
C: 7.354 -5.541 -1.217
C: 6.599 -4.249 -1.010
C: 5.401 -4.462 -0.133
N: 4.887 -3.229 0.572
C: 5.935 -2.674 1.453
C: 6.226 -3.796 2.527
C: 4.779 -4.367 2.678
C: 3.896 -3.679 1.614
C: 4.286 -2.236 -0.394
H: 7.128 -6.565 0.809
H: 8.359 -5.472 0.728
H: 8.570 -6.975 -0.191
H: 6.625 -6.291 -1.609
H: 8.109 -5.531 -1.926
H: 6.300 -3.880 -2.010
H: 7.288 -3.521 -0.558
H: 5.606 -5.129 0.732
H: 4.517 -4.823 -0.656
H: 5.516 -1.809 2.067
H: 6.834 -2.231 0.897
H: 6.586 -3.430 3.495
H: 6.874 -4.447 2.146
H: 4.485 -4.079 3.733
H: 4.694 -5.439 2.636
H: 3.447 -2.782 1.996
H: 3.118 -4.398 1.164
H: 4.155 -1.288 0.112
H: 3.349 -2.636 -0.845
H: 5.119 -2.034 -1.144
C: -1.976 1.513 -7.452
C: -0.516 1.367 -6.984
C: -0.363 1.652 -5.428
C: -0.720 3.205 -5.095
N: -0.060 3.713 -3.918
C: -0.591 5.077 -3.508
C: 0.537 5.629 -2.631
C: 1.820 4.893 -3.050
C: 1.381 3.989 -4.188
C: -0.257 2.730 -2.816
H: -2.614 0.824 -6.846
H: -2.042 1.284 -8.529
H: -2.229 2.539 -7.250
H: 0.176 2.028 -7.583
H: -0.203 0.337 -7.100
H: 0.702 1.389 -5.210
H: -0.977 0.986 -4.845
H: -1.815 3.189 -5.012
H: -0.437 3.777 -5.962
H: -1.600 5.022 -3.083
H: -0.723 5.563 -4.463
H: 0.212 5.587 -1.550
H: 0.716 6.744 -2.823
H: 2.237 4.307 -2.245
H: 2.712 5.487 -3.331
H: 1.915 3.046 -4.286
H: 1.536 4.423 -5.195
H: -1.277 2.323 -2.804
H: -0.111 3.232 -1.882
H: 0.470 1.956 -3.018
C: -6.265 3.722 -0.695
N: -4.872 3.569 -0.356
C: -4.515 2.088 -0.227
C: -3.920 4.177 -1.369
C: -4.680 4.255 0.993
C: -5.231 5.616 1.242
O: -4.840 6.626 0.364
H: -6.948 3.500 0.129
H: -6.602 3.133 -1.539
H: -6.349 4.730 -1.080
H: -3.493 2.006 -0.431
H: -4.954 1.526 -1.106
H: -4.639 1.605 0.703
H: -2.925 4.181 -0.931
H: -4.331 5.158 -1.615
H: -3.900 3.509 -2.226
H: -3.604 4.274 1.067
H: -5.158 3.538 1.660
H: -5.018 5.832 2.265
H: -6.339 5.635 1.240
H: -3.847 6.649 0.451
C: -2.736 -1.622 8.109
N: -2.032 -0.287 8.140
C: -2.464 0.360 9.395
C: -0.574 -0.433 8.118
C: -2.604 0.458 6.909
C: -1.999 1.851 6.710
O: -1.911 2.802 7.882
H: -2.612 -2.213 9.020
H: -2.406 -2.163 7.253
H: -3.845 -1.429 8.000
H: -3.554 0.436 9.476
H: -1.932 1.305 9.451
H: -2.162 -0.321 10.205
H: -0.175 0.593 8.207
H: -0.203 -0.985 7.236
H: -0.274 -0.985 9.023
H: -3.693 0.509 7.106
H: -2.491 -0.167 6.054
H: -2.597 2.276 5.860
H: -0.906 1.704 6.443
H: -2.813 3.158 7.981
C: -0.873 1.335 0.151
N: 0.236 1.437 1.197
C: 0.815 0.057 1.434
C: 1.218 2.382 0.641
C: -0.276 2.123 2.460
C: -1.377 1.278 3.147
O: -0.816 0.299 3.948
H: -0.471 1.176 -0.856
H: -1.328 2.330 0.188
H: -1.566 0.540 0.374
H: 1.461 -0.120 0.552
H: 0.031 -0.682 1.420
H: 1.331 0.080 2.400
H: 1.998 2.639 1.378
H: 0.626 3.211 0.390
H: 1.738 2.009 -0.271
H: -0.614 3.084 2.209
H: 0.641 2.249 3.104
H: -1.998 0.870 2.328
H: -2.018 1.944 3.803
H: -1.074 -0.591 3.560
C: -4.058 -0.575 -4.805
F: -4.729 -0.060 -5.814
F: -4.729 -1.554 -4.231
F: -2.849 -1.106 -5.174
S: -3.782 0.833 -3.640
O: -5.087 0.995 -2.980
O: -2.686 0.388 -2.737
O: -3.375 1.921 -4.537
C: 5.868 1.971 2.406
F: 6.307 2.273 3.560
F: 5.465 3.077 1.775
F: 6.892 1.434 1.685
S: 4.467 0.846 2.493
O: 4.066 0.630 1.071
O: 5.017 -0.351 3.125
O: 3.537 1.626 3.311
C: -5.754 1.628 4.989
F: -5.629 2.522 4.007
F: -6.858 0.916 4.836
F: -4.714 0.793 4.878
S: -5.789 2.480 6.639
O: -7.034 3.231 6.495
O: -5.685 1.374 7.578
O: -4.595 3.364 6.714
C: -3.944 -2.841 2.734
F: -4.853 -2.966 3.701
F: -4.150 -3.671 1.726
F: -4.219 -1.598 2.217
S: -2.180 -3.057 3.429
O: -1.231 -2.242 2.618
O: -2.335 -2.536 4.767
O: -2.034 -4.506 3.355
C: -1.558 5.811 1.159
O: -2.010 7.069 0.640
O: -1.484 4.860 0.251
C: -0.088 6.033 1.753
F: 0.725 6.199 0.735
F: -0.087 7.106 2.700
F: 0.303 5.011 2.477
C: -1.518 7.535 -0.591
C: -2.476 8.573 -1.160
H: -2.145 9.034 -2.095
H: -3.454 8.152 -1.378
H: -2.565 9.341 -0.478
H: -1.429 6.638 -1.272
H: -0.519 7.937 -0.474
H: -2.266 5.696 2.009
C: 2.928 -4.850 -2.961
O: 2.244 -4.573 -4.139
O: 2.411 -4.369 -1.866
C: 3.096 -6.425 -3.049
F: 3.591 -6.813 -1.784
F: 1.972 -7.087 -3.372
F: 4.021 -6.873 -3.880
C: 2.474 -3.297 -4.720
C: 1.601 -2.097 -4.199
H: 1.691 -1.236 -4.890
H: 0.579 -2.410 -4.159
H: 1.982 -1.731 -3.197
H: 2.263 -3.296 -5.808
H: 3.535 -3.026 -4.528
H: 3.985 -4.576 -3.190
C: 3.276 1.837 -5.503
O: 2.689 1.094 -4.442
O: 4.080 2.805 -5.126
C: 3.859 0.802 -6.530
F: 4.503 1.326 -7.542
F: 4.661 -0.205 -6.029
F: 2.841 0.103 -7.060
C: 3.386 1.119 -3.194
C: 4.293 -0.092 -2.995
H: 4.973 0.184 -2.164
H: 3.753 -1.023 -2.757
H: 4.858 -0.234 -3.920
H: 2.491 1.116 -2.530
H: 3.882 2.040 -3.151
H: 2.439 2.261 -6.030

Record 2
Formula: C58H124BN4NaO18
Source: the Open Molecules 2025 dataset
Level of theory: wB97M-V/def2-TZVPD

Multiplicity: 1

Atoms and positions in Å:
Na: -5.831 -6.602 -4.865
O: -2.559 -2.616 -1.740
C: -1.800 -1.748 -1.302
O: -2.205 -0.596 -0.688
B: -1.104 0.141 -0.056
O: 0.093 -0.571 -0.521
C: -0.254 -1.752 -1.192
O: 0.484 -2.653 -1.579
O: -1.182 0.252 1.463
C: -1.273 1.563 1.798
O: -1.331 1.999 2.961
C: -1.351 2.425 0.525
O: -1.056 1.613 -0.421
O: -1.517 3.656 0.466
C: -2.180 11.889 0.731
C: -2.088 11.305 -0.701
C: -1.841 12.326 -1.808
O: -1.030 10.391 -0.725
H: -3.102 12.407 0.996
H: -1.372 12.597 0.916
H: -2.064 11.139 1.513
H: -3.096 10.960 -0.930
H: -1.628 11.882 -2.781
H: -1.000 12.928 -1.464
H: -2.739 12.937 -1.896
H: -1.259 9.593 -0.242
C: -7.306 0.126 3.763
C: -8.004 -0.456 5.016
C: -9.490 -0.781 4.788
O: -7.429 -1.706 5.319
H: -7.253 -0.600 2.952
H: -6.277 0.387 4.011
H: -7.776 0.995 3.302
H: -7.696 0.238 5.798
H: -9.420 -1.580 4.049
H: -10.043 0.007 4.276
H: -9.988 -1.169 5.677
H: -6.509 -1.504 5.502
C: -2.174 6.111 -4.907
C: -2.344 7.012 -6.194
C: -1.253 6.729 -7.311
O: -3.611 6.752 -6.773
H: -2.766 6.573 -4.118
H: -1.160 6.030 -4.515
H: -2.504 5.074 -4.963
H: -2.151 8.054 -5.941
H: -1.215 5.754 -7.796
H: -0.225 6.834 -6.965
H: -1.476 7.426 -8.119
H: -4.141 6.334 -6.090
C: -4.598 -8.180 4.838
C: -5.475 -7.391 3.826
C: -4.734 -6.610 2.741
O: -6.299 -8.331 3.162
H: -3.838 -8.697 4.251
H: -5.080 -8.860 5.540
H: -4.033 -7.442 5.406
H: -6.090 -6.698 4.400
H: -4.182 -5.852 3.297
H: -5.406 -6.111 2.042
H: -4.060 -7.273 2.199
H: -6.759 -8.787 3.871
C: -0.406 -2.082 7.893
C: -1.471 -1.444 8.664
C: -0.956 -0.249 9.502
O: -2.409 -0.884 7.791
H: -0.035 -1.615 6.980
H: -0.727 -3.093 7.644
H: 0.405 -2.242 8.604
H: -2.013 -2.244 9.168
H: -0.366 0.505 8.980
H: -0.235 -0.580 10.249
H: -1.832 0.255 9.909
H: -1.991 -0.197 7.267
C: 7.003 3.211 4.783
C: 5.629 2.635 4.504
C: 5.270 2.592 3.005
O: 5.569 1.306 5.083
H: 7.024 3.432 5.850
H: 7.139 4.135 4.221
H: 7.789 2.474 4.615
H: 4.824 3.178 4.999
H: 6.007 1.948 2.526
H: 5.315 3.596 2.581
H: 4.270 2.183 2.862
H: 5.405 0.640 4.411
C: 3.560 -5.995 3.342
C: 5.150 -5.806 3.328
C: 5.738 -7.226 3.166
C: 7.260 -7.204 2.949
C: 7.608 -6.266 1.789
C: 6.957 -4.821 1.819
N: 5.536 -4.843 2.291
O: 4.919 -3.549 2.502
C: 7.858 -3.909 2.737
C: 6.968 -4.191 0.396
C: 5.473 -5.313 4.734
H: 3.157 -6.772 3.991
H: 3.224 -6.294 2.348
H: 2.933 -5.106 3.418
H: 5.623 -7.801 4.084
H: 5.167 -7.787 2.425
H: 7.724 -8.174 2.769
H: 7.826 -6.729 3.751
H: 7.135 -6.588 0.861
H: 8.678 -6.105 1.663
H: 8.919 -4.151 2.673
H: 7.791 -2.869 2.416
H: 7.462 -3.940 3.752
H: 7.993 -4.203 0.027
H: 6.361 -4.803 -0.271
H: 6.582 -3.178 0.508
H: 5.182 -4.265 4.796
H: 6.536 -5.428 4.945
H: 4.966 -5.675 5.628
H: 4.358 -3.427 1.732
C: 5.196 3.770 -7.847
C: 5.404 2.370 -8.377
C: 6.557 1.718 -7.570
C: 6.083 1.256 -6.167
C: 4.902 0.306 -6.421
C: 3.671 0.894 -7.167
N: 4.184 1.512 -8.389
O: 3.162 1.944 -9.235
C: 2.827 -0.363 -7.506
C: 2.752 1.781 -6.302
C: 5.880 2.511 -9.773
H: 4.944 3.801 -6.788
H: 4.314 4.110 -8.390
H: 6.011 4.449 -8.100
H: 6.982 0.903 -8.155
H: 7.384 2.410 -7.405
H: 5.764 2.172 -5.670
H: 6.913 0.798 -5.629
H: 4.584 0.020 -5.419
H: 5.252 -0.550 -6.998
H: 1.913 -0.130 -8.054
H: 3.389 -1.067 -8.119
H: 2.640 -0.911 -6.583
H: 2.582 1.399 -5.296
H: 3.147 2.796 -6.324
H: 1.810 1.959 -6.820
H: 6.059 1.494 -10.124
H: 6.769 3.136 -9.851
H: 5.156 2.957 -10.454
H: 3.273 1.339 -9.972
C: 1.716 -10.792 -4.925
C: 2.947 -10.105 -5.562
C: 3.768 -11.219 -6.314
C: 4.815 -10.738 -7.318
C: 4.071 -9.812 -8.373
C: 3.342 -8.618 -7.679
N: 2.453 -9.174 -6.621
O: 1.594 -8.178 -6.057
C: 4.433 -7.631 -7.145
C: 2.452 -8.069 -8.770
C: 3.774 -9.452 -4.430
H: 1.217 -10.043 -4.311
H: 1.995 -11.478 -4.125
H: 1.015 -11.220 -5.641
H: 4.242 -11.925 -5.633
H: 3.113 -11.849 -6.917
H: 5.269 -11.556 -7.877
H: 5.581 -10.178 -6.782
H: 3.311 -10.342 -8.947
H: 4.851 -9.500 -9.067
H: 5.358 -8.000 -6.702
H: 4.696 -6.948 -7.953
H: 4.023 -7.012 -6.347
H: 1.903 -7.237 -8.329
H: 3.031 -7.857 -9.669
H: 1.652 -8.752 -9.052
H: 4.639 -8.850 -4.709
H: 4.127 -10.224 -3.747
H: 3.234 -8.734 -3.813
H: 2.182 -7.718 -5.454
C: -10.670 7.136 5.069
C: -9.240 7.642 5.659
C: -8.230 7.849 4.419
C: -6.889 8.499 4.770
C: -7.221 9.916 5.323
C: -8.266 9.885 6.493
N: -9.420 8.973 6.305
O: -10.307 8.892 7.396
C: -7.480 9.523 7.769
C: -8.757 11.361 6.521
C: -8.764 6.508 6.658
H: -11.111 7.870 4.394
H: -11.485 6.863 5.739
H: -10.629 6.352 4.313
H: -7.857 6.897 4.041
H: -8.791 8.334 3.620
H: -6.193 8.555 3.933
H: -6.265 7.979 5.498
H: -7.534 10.641 4.571
H: -6.233 10.233 5.656
H: -8.158 9.551 8.622
H: -6.969 8.561 7.801
H: -6.731 10.301 7.918
H: -8.022 12.143 6.714
H: -9.339 11.565 5.621
H: -9.608 11.476 7.193
H: -9.218 6.585 7.646
H: -7.713 6.594 6.936
H: -8.935 5.555 6.158
H: -11.077 9.271 6.967

no.,calculated total energy (eV),E_LUMO (Eh)
1,-214435.68424,0.056
2,-110058.78488,-0.149